2 unconnected molecules or ions with the total composition C15H25N8O3 in a non-equilibrium geometry, computed with the ωB97M-V functional and the def2-TZVPD basis.

The HOMO energy is -11.542 eV. The calculated total energy comes out at -34017.715 eV. The gap between HOMO and LUMO is 7.49 eV. The total charge is +1. The lowest unoccupied orbital energy comes out at -4.05 eV.

Bonds (Å) are listed after each position.
Atoms and positions in Å:
1 O 5.860 1.070 0.247  C7 1.234
2 O -5.248 -0.166 1.664  C8 1.225
3 O -2.354 -2.273 -1.083  C9 1.226
4 N 8.379 0.743 -0.687  N5 1.284, H27 1.023
5 N 7.359 0.680 -1.466  N4 1.284, C7 1.400
6 N 2.637 0.526 -3.531  C11 1.343, C12 1.338
7 C 6.071 0.884 -0.955  O1 1.234, N5 1.400, C15 1.484
8 C -5.515 0.375 0.597  O2 1.225, N19 1.339, C21 1.511
9 C -3.220 -1.700 -0.430  O3 1.226, N17 1.335, C26 1.543
10 C 2.216 0.301 2.363  N16 1.304, N18 1.323, N20 1.303
11 C 3.858 0.182 -3.973  N6 1.343, C13 1.399, H28 1.086
12 C 2.515 1.017 -2.292  N6 1.338, C14 1.396, H29 1.086
13 C 4.998 0.294 -3.170  C11 1.399, C15 1.406, H30 1.086
14 C 3.608 1.153 -1.433  C12 1.396, C15 1.406, H31 1.085
15 C 4.896 0.778 -1.854  C7 1.484, C13 1.406, C14 1.406
16 N 1.901 0.813 3.521  C10 1.304, H32 1.004, H33 1.003
17 N -4.088 -2.359 0.343  C9 1.335, C22 1.464, H34 1.014
18 N 1.366 0.285 1.349  C10 1.323, C23 1.479, H35 1.007
19 N -4.665 0.427 -0.436  C8 1.339, C26 1.485, H36 1.009
20 N 3.415 -0.191 2.235  C10 1.303, H37 1.004, H38 1.006
21 C -6.867 1.017 0.395  C8 1.511, H39 1.090, H40 1.088, H41 1.089
22 C -4.154 -3.811 0.513  N17 1.464, H42 1.092, H43 1.091, H44 1.091
23 C -0.005 0.839 1.342  N18 1.479, C24 1.532, H45 1.093, H46 1.092
24 C -0.883 0.145 0.295  C23 1.532, C25 1.539, H47 1.090, H48 1.091
25 C -2.358 0.553 0.452  C24 1.539, C26 1.545, H49 1.091, H50 1.091
26 C -3.306 -0.164 -0.536  C9 1.543, N19 1.485, C25 1.545, H51 1.091
27 H 9.317 0.605 -1.071  N4 1.023
28 H 3.962 -0.201 -4.983  C11 1.086
29 H 1.532 1.320 -1.946  C12 1.086
30 H 5.953 -0.011 -3.588  C13 1.086
31 H 3.451 1.582 -0.449  C14 1.085
32 H 0.983 1.200 3.649  N16 1.004
33 H 2.557 0.805 4.280  N16 1.003
34 H -4.720 -1.789 0.895  N17 1.014
35 H 1.661 -0.204 0.519  N18 1.007
36 H -5.016 0.898 -1.257  N19 1.009
37 H 4.072 -0.127 2.992  N20 1.004
38 H 3.747 -0.525 1.346  N20 1.006
39 H -7.476 0.854 1.284  C21 1.090
40 H -6.743 2.086 0.233  C21 1.088
41 H -7.361 0.567 -0.465  C21 1.089
42 H -3.497 -4.316 -0.199  C22 1.092
43 H -3.851 -4.080 1.526  C22 1.091
44 H -5.176 -4.156 0.347  C22 1.091
45 H 0.028 1.910 1.133  C23 1.093
46 H -0.465 0.687 2.320  C23 1.092
47 H -0.787 -0.931 0.443  C24 1.090
48 H -0.533 0.399 -0.707  C24 1.091
49 H -2.674 0.328 1.472  C25 1.091
50 H -2.440 1.631 0.300  C25 1.091
51 H -2.939 0.051 -1.541  C26 1.091

Löwdin atomic charge list, values in e, 4 entries:
1 O 0.07
2 O 0.03
3 O 0.04
4 N 0.16